{
  "formula": "C13H48N10O11",
  "method": "ωB97M-V with the def2-TZVPD basis set",
  "symbols": ["N", "C", "N", "O", "H", "H", "H", "H", "N", "C", "N", "O", "H", "H", "H", "H", "N", "C", "N", "O", "H", "H", "H", "H", "N", "C", "N", "O", "H", "H", "H", "H", "N", "C", "N", "O", "H", "H", "H", "H", "C", "C", "O", "H", "H", "H", "H", "H", "H", "C", "C", "O", "H", "H", "H", "H", "H", "H", "C", "O", "H", "H", "H", "H", "C", "O", "H", "H", "H", "H", "C", "O", "H", "H", "H", "H", "C", "O", "H", "H", "H", "H"],
  "positions_angstrom": [[1.483, 4.359, 1.075], [0.650, 3.765, 1.899], [-0.145, 4.569, 2.657], [0.649, 2.369, 1.911], [2.214, 3.768, 0.600], [1.745, 5.297, 1.261], [-0.503, 3.947, 3.430], [-0.068, 5.567, 2.898], [-2.402, 2.685, 0.053], [-3.039, 2.181, 0.983], [-3.770, 1.151, 0.587], [-2.874, 2.569, 2.284], [-1.841, 3.519, 0.313], [-2.522, 2.520, -1.027], [-4.463, 0.755, 1.223], [-3.843, 0.962, -0.427], [3.284, 2.785, -1.465], [2.589, 3.686, -1.908], [1.313, 3.433, -1.841], [2.985, 4.810, -2.615], [4.242, 3.144, -1.257], [2.862, 1.854, -1.084], [0.831, 4.250, -1.509], [0.904, 2.596, -1.451], [2.588, 0.482, -0.519], [3.264, 0.430, 0.596], [2.734, 0.726, 1.754], [4.433, -0.206, 0.709], [3.167, 0.162, -1.376], [1.639, 0.832, -0.501], [3.361, 0.893, 2.461], [1.896, 1.254, 1.836], [-2.897, -1.247, 1.728], [-3.568, -2.199, 1.118], [-3.843, -3.252, 1.857], [-3.792, -2.196, -0.206], [-2.811, -0.366, 1.211], [-3.006, -1.233, 2.739], [-4.292, -3.946, 1.387], [-3.419, -3.587, 2.773], [2.504, -2.940, -1.601], [4.000, -2.876, -1.464], [4.621, -2.510, -2.675], [2.227, -1.949, -1.890], [1.883, -3.258, -0.763], [2.221, -3.508, -2.440], [4.413, -3.891, -1.267], [4.392, -2.239, -0.553], [5.272, -1.853, -2.479], [-1.037, -5.224, -2.651], [-1.906, -4.022, -2.107], [-1.534, -2.663, -2.377], [0.062, -5.123, -2.770], [-1.480, -5.263, -3.625], [-1.373, -6.179, -2.401], [-1.921, -4.111, -1.008], [-2.947, -4.233, -2.316], [-1.976, -2.161, -1.699], [0.361, -0.025, 3.889], [1.275, 0.926, 4.469], [1.011, -0.906, 3.739], [0.152, 0.304, 2.908], [-0.450, -0.318, 4.694], [1.598, 0.554, 5.303], [-0.285, -0.123, -0.247], [-0.185, 1.264, -0.620], [-1.351, -0.356, -0.279], [-0.090, -0.210, 0.838], [0.281, -0.825, -0.829], [-0.813, 1.760, -0.063], [-0.413, -3.415, 1.073], [-0.474, -2.428, 2.031], [-1.262, -4.010, 0.951], [0.386, -4.072, 1.205], [-0.026, -3.035, 0.215], [-1.382, -2.028, 2.084], [-1.711, 3.253, -3.260], [-2.711, 2.595, -2.577], [-1.286, 4.226, -3.065], [-2.056, 3.347, -4.279], [-0.815, 2.629, -3.213], [-2.911, 1.809, -3.040]],
  "forces_ev_per_a": [[2.204, -0.698, -1.742], [0.164, -5.531, 0.523], [-0.864, -2.477, 2.056], [-1.314, 7.173, 0.219], [-1.311, 0.877, 0.790], [0.195, 0.790, -0.076], [-0.081, 1.300, -1.133], [0.470, -1.027, -0.703], [4.799, 5.048, -6.078], [-1.190, 0.217, 10.092], [-2.262, -2.273, -0.502], [-1.269, -2.002, -5.524], [-0.647, -0.855, -0.219], [-0.092, 0.332, 2.042], [0.294, 0.395, -0.584], [-0.303, 0.047, 1.254], [7.016, -4.537, 3.600], [-0.842, 9.422, -7.061], [-4.989, 0.721, -0.133], [-1.188, -4.547, 4.120], [-0.691, -1.427, -0.569], [1.549, 2.370, -0.381], [-0.524, 0.224, -0.607], [0.438, -0.152, 0.278], [0.494, -0.979, -3.640], [6.520, -5.191, 3.376], [-2.092, 0.749, -0.570], [-3.224, 2.751, -1.957], [-1.935, 0.295, 1.927], [-0.270, -0.253, -0.399], [1.671, -0.119, 1.870], [-0.891, 0.732, -0.028], [0.380, 1.844, 1.148], [-0.128, -0.643, -6.533], [0.666, -1.032, 3.585], [0.595, 0.385, 5.360], [0.009, -0.316, 0.596], [0.059, 0.595, -0.319], [-1.455, -2.307, -1.549], [-0.606, 1.384, -1.816], [0.187, 1.017, 0.249], [1.772, -1.200, 2.768], [-0.738, 0.326, -0.684], [-0.692, 0.886, 0.012], [0.579, 0.038, 0.239], [-0.175, -1.111, -1.111], [-0.468, 0.296, 0.270], [-1.103, -0.839, -1.818], [0.621, 0.577, 0.079], [-0.347, 3.145, -1.984], [0.643, -1.132, 2.806], [0.567, -1.268, -1.087], [-0.827, 0.067, 0.525], [0.613, 0.084, -1.568], [-0.275, -1.417, 1.830], [0.175, 0.022, -0.179], [-0.283, 0.160, -0.808], [-0.441, 0.296, 0.438], [1.564, -1.781, 2.985], [-0.327, 0.485, 0.391], [-0.819, -0.230, -0.060], [-1.214, 0.629, -0.549], [0.947, 0.776, -2.151], [-0.145, 0.121, -0.401], [-1.932, 0.821, 1.927], [0.698, -0.774, -0.752], [-0.048, -0.540, -0.543], [0.590, -0.213, -0.550], [0.333, 0.142, -0.464], [0.465, -0.220, 0.035], [0.322, -0.016, 0.946], [-0.808, 0.868, 1.835], [-1.612, -0.648, -0.302], [1.393, -1.508, 1.568], [-0.003, 1.598, -3.425], [1.495, -0.590, -0.564], [2.340, -0.817, -2.619], [-1.422, 1.366, 2.389], [-1.070, 0.587, 1.500], [0.275, -0.006, -0.603], [0.081, -0.026, -0.441], [-0.261, -1.261, -0.840]],
  "orbital_gap_ha": 0.3208,
  "e_homo_ha": -0.319,
  "e_lumo_ev": 0.0,
  "charge": 0,
  "smiles": "NC(N)=O.NC(N)=O.NC(N)=O.NC(N)=O.NC(N)=O.CCO.CCO.CO.CO.CO.CO",
  "molar_mass_g_mol": 520.6,
  "de_lowest_kcal_mol": 201.8
}